*A*
C2H2N4O in the gas phase, computed with ωB97M-V with the def2-TZVPD basis set.

Summary:
Kohn-Sham gap   8.992 eV
Structure (SMILES)   O=c1cn[nH]nn1
E_LUMO   -0.444 eV

Structure (XYZ):
```
9
C2H2N4O ωB97M-V with the def2-TZVPD basis set
O 2.534 -0.373 -0.164
C 1.266 -0.202 -0.020
C 0.475 1.011 0.114
N -0.813 0.874 -0.195
N -1.391 -0.242 -0.140
N -0.798 -1.383 0.037
N 0.387 -1.358 0.012
H 0.786 2.002 0.376
H -2.447 -0.328 -0.020
```

Atomic partial charges in e from the Mulliken method, atoms 1 to 4: number 1, O, carries -0.581; number 2, C, carries 0.492; number 3, C, carries -0.119; number 4, N, carries -0.438

*B*
C2H2N4O in the gas phase, computed with ωB97M-V with the def2-TZVPD basis set.

Summary:
Kohn-Sham gap   9.243 eV
Structure (SMILES)   O=c1nc[nH]nn1
E_LUMO   -0.698 eV

Structure (XYZ):
```
9
C2H2N4O ωB97M-V with the def2-TZVPD basis set
O -2.660 -0.219 -0.085
C -1.442 -0.109 0.062
N -0.697 1.093 -0.020
C 0.542 0.872 -0.001
N 1.265 -0.261 -0.097
N 0.458 -1.471 -0.005
N -0.762 -1.277 0.039
H 1.106 1.774 0.166
H 2.189 -0.403 -0.057
```

Atomic partial charges in e from the Mulliken method, atoms 1 to 4: number 1, O, carries -0.508; number 2, C, carries 0.559; number 3, N, carries -0.398; number 4, C, carries 0.038

Most stable structure: *B*

*A*
C2H2N4O in the gas phase, computed with ωB97M-V with the def2-TZVPD basis set.

Summary:
Kohn-Sham gap   8.533 eV
Structure (SMILES)   [H]/N=c1/nncno1
E_LUMO   -1.057 eV

Structure (XYZ):
```
9
C2H2N4O ωB97M-V with the def2-TZVPD basis set
H 2.779 -0.858 -0.136
N 2.277 0.089 -0.070
C 1.011 0.053 -0.108
N 0.167 1.302 0.051
N -1.060 1.189 0.094
C -1.743 -0.089 -0.134
N -1.075 -1.187 -0.018
O 0.292 -1.061 0.184
H -2.877 -0.192 -0.286
```

Atomic partial charges in e from the Mulliken method, atoms 1 to 4: number 1, H, carries 0.290; number 2, N, carries -0.569; number 3, C, carries 0.549; number 4, N, carries -0.080

*B*
C2H2N4O in the gas phase, computed with ωB97M-V with the def2-TZVPD basis set.

Summary:
Kohn-Sham gap   9.575 eV
Structure (SMILES)   [H]/N=c1/cnonn1
E_LUMO   -0.679 eV

Structure (XYZ):
```
9
C2H2N4O ωB97M-V with the def2-TZVPD basis set
H 2.274 -1.047 0.355
N 1.857 -0.193 0.158
C 0.546 -0.216 -0.057
C -0.104 1.049 -0.261
N -1.334 1.181 0.069
O -1.950 -0.143 0.240
N -1.532 -1.225 -0.136
N -0.339 -1.436 -0.120
H 0.582 2.031 -0.248
```

Atomic partial charges in e from the Mulliken method, atoms 1 to 4: number 1, H, carries 0.272; number 2, N, carries -0.586; number 3, C, carries 0.423; number 4, C, carries 0.037

Most stable structure: *A*

*A*
2 unconnected molecules or ions with the total composition C9H14O, computed with ωB97M-V with the def2-TZVPD basis set.

Summary:
Kohn-Sham gap (spin up / spin down)   9.210 / 5.334 eV
Spin multiplicity   2
Net charge   +1
E_LUMO (spin up / spin down)   -4.251 / -8.083 eV

Structure (XYZ):
```
24
C9H14O ωB97M-V with the def2-TZVPD basis set
C 1.869 -0.524 1.671
C 1.627 0.989 -1.743
C 0.723 2.064 -1.483
C 1.940 0.099 -0.762
C 1.499 0.328 0.538
C 0.197 2.262 -0.212
C 0.556 1.417 0.803
H 2.052 0.825 -2.719
H 0.483 2.787 -2.249
H 2.592 -0.740 -0.959
H -0.613 2.963 -0.119
H 1.586 -0.132 2.634
H 2.917 -0.804 1.633
H 0.245 1.584 1.828
H 1.320 -1.485 1.637
C -1.691 -0.711 -0.072
C -2.078 -2.177 -0.034
O -2.787 0.157 -0.048
H -1.046 -0.471 0.799
H -1.103 -0.465 -0.959
H -1.372 -2.790 -0.590
H -3.653 -0.270 0.032
H -3.016 -2.286 -0.580
H -2.246 -2.621 0.953
```

Atomic partial charges in e from the Mulliken method, atoms 1 to 4: number 1, C, carries -1.432; number 2, C, carries -0.423; number 3, C, carries -0.298; number 4, C, carries -0.326

*B*
2 unconnected molecules or ions with the total composition C9H14O, computed with ωB97M-V with the def2-TZVPD basis set.

Summary:
Kohn-Sham gap (spin up / spin down)   10.191 / 6.772 eV
Spin multiplicity   2
Net charge   +1
E_LUMO (spin up / spin down)   -4.161 / -7.813 eV

Structure (XYZ):
```
24
C9H14O ωB97M-V with the def2-TZVPD basis set
C -0.354 -1.788 1.845
C -0.081 -1.894 3.361
H -1.108 -2.498 1.559
H -0.627 -0.857 1.424
H 0.551 -2.050 1.309
H 0.609 -1.136 3.738
H 0.212 -2.888 3.604
H -1.054 -1.795 3.957
C -0.867 0.588 -3.544
C 0.782 1.367 0.373
C 1.444 0.478 -0.558
C -0.449 2.025 0.120
C 0.822 0.106 -1.717
C -0.886 1.748 -1.223
C -0.257 0.864 -2.179
O 1.539 1.470 1.515
H 2.414 -0.013 -0.359
H 1.968 0.622 1.663
H -1.051 2.553 0.816
H 1.251 -0.699 -2.313
H -1.833 2.058 -1.528
H -0.025 0.647 -4.286
H -1.558 1.366 -3.816
H -1.442 -0.274 -3.761
```

Atomic partial charges in e from the Mulliken method, atoms 1 to 4: number 1, C, carries -0.712; number 2, C, carries -0.891; number 3, H, carries 0.381; number 4, H, carries 0.179

*C*
2 unconnected molecules or ions with the total composition C9H14O, computed with ωB97M-V with the def2-TZVPD basis set.

Summary:
Kohn-Sham gap (spin up / spin down)   10.196 / 6.885 eV
Spin multiplicity   2
Net charge   +1
E_LUMO (spin up / spin down)   -3.916 / -7.577 eV

Structure (XYZ):
```
24
C9H14O ωB97M-V with the def2-TZVPD basis set
C 0.674 2.604 0.239
C -0.251 3.107 1.339
H 0.881 1.540 0.351
H 0.138 2.767 -0.696
H 1.572 3.150 -0.046
H 0.297 3.379 2.234
H -0.990 2.327 1.564
H -0.958 3.883 1.050
C -1.122 -0.311 -2.293
C -0.971 -0.808 0.142
C -0.405 -0.899 -1.154
C -0.434 -1.432 1.229
C 0.704 -2.251 1.052
C 0.811 -1.637 -1.302
C 1.248 -2.403 -0.276
O 1.325 -2.961 1.961
H -1.800 -0.193 0.389
H -0.754 -1.167 2.229
H -1.851 0.428 -2.068
H -1.638 -1.143 -2.783
H 1.276 -1.545 -2.274
H 0.751 -3.414 2.605
H 1.989 -3.172 -0.453
H -0.493 0.151 -3.037
```

Atomic partial charges in e from the Mulliken method, atoms 1 to 4: number 1, C, carries -0.601; number 2, C, carries -0.863; number 3, H, carries 0.099; number 4, H, carries 0.207

Most stable structure: *C*

*A*
2 unconnected molecules or ions with the total composition C9H14O, computed with ωB97M-V with the def2-TZVPD basis set.

Summary:
Kohn-Sham gap (spin up / spin down)   10.005 / 6.345 eV
Spin multiplicity   2
Net charge   +1
E_LUMO (spin up / spin down)   -4.178 / -7.837 eV

Structure (XYZ):
```
24
C9H14O ωB97M-V with the def2-TZVPD basis set
C 0.276 -2.642 -0.015
C -0.478 -0.303 -0.217
C -0.544 -1.617 -0.724
C -0.952 0.704 -1.066
C -1.126 -1.953 -1.968
C -1.649 0.351 -2.287
C -1.611 -0.929 -2.816
O -2.179 1.541 -2.793
H 0.190 -0.032 0.717
H -1.010 1.629 -0.539
H 1.312 -2.930 -0.456
H -0.346 -3.355 0.466
H -1.172 -2.947 -2.254
H -2.310 -1.165 -3.545
H -2.446 1.519 -3.741
H 0.594 -2.209 0.965
C 1.812 2.070 1.841
C 1.514 1.466 3.224
H 0.907 2.299 1.270
H 2.338 3.068 1.906
H 2.540 1.490 1.285
H 0.437 1.623 3.521
H 2.111 1.970 4.012
H 1.793 0.353 3.212
```

Atomic partial charges in e from the Mulliken method, atoms 1 to 4: number 1, C, carries -1.265; number 2, C, carries -0.054; number 3, C, carries 0.851; number 4, C, carries -0.332

*B*
2 unconnected molecules or ions with the total composition C9H14O, computed with ωB97M-V with the def2-TZVPD basis set.

Summary:
Kohn-Sham gap (spin up / spin down)   9.788 / 6.233 eV
Spin multiplicity   2
Net charge   +1
E_LUMO (spin up / spin down)   -4.122 / -7.677 eV

Structure (XYZ):
```
24
C9H14O ωB97M-V with the def2-TZVPD basis set
C -2.215 1.607 0.796
C -0.046 2.336 -2.357
C 1.182 1.578 -2.068
C -1.090 2.095 -1.377
C -0.990 1.470 -0.133
C 1.294 0.957 -0.787
C 0.303 1.021 0.221
O 2.093 1.628 -2.995
H 0.002 2.969 -3.217
H -2.033 2.607 -1.697
H 2.152 0.536 -0.587
H 2.840 1.023 -2.651
H -2.573 0.520 0.937
H -3.005 1.893 -0.015
H 0.529 0.697 1.232
H -1.905 2.222 1.597
C -0.072 -3.548 1.988
C 0.917 -2.738 1.259
H 0.341 -3.659 3.116
H -1.093 -3.132 1.904
H -0.274 -4.480 1.578
H 1.442 -3.268 0.449
H 1.763 -2.526 2.046
H 0.437 -1.810 0.764
```

Atomic partial charges in e from the Mulliken method, atoms 1 to 4: number 1, C, carries -0.972; number 2, C, carries -0.768; number 3, C, carries 0.813; number 4, C, carries -0.371

Most stable structure: *A*

*A*
3 unconnected molecules or ions with the total composition C5H17N2O3, computed with ωB97M-V with the def2-TZVPD basis set.

Summary:
Kohn-Sham gap   9.975 eV
Net charge   +1
E_LUMO   -2.890 eV

Structure (XYZ):
```
27
C5H17N2O3 ωB97M-V with the def2-TZVPD basis set
N 1.481 -1.525 -0.818
C 1.043 -0.096 -1.096
C 2.279 0.781 -1.088
C 0.242 0.210 0.299
N -0.154 1.462 0.489
C -0.518 1.848 1.838
C -0.459 2.357 -0.639
O 0.132 -0.717 1.079
H 1.968 -1.923 -1.623
H 0.672 -2.174 -0.569
H 2.146 -1.501 -0.049
H 0.459 0.031 -1.999
H 2.117 1.768 -0.636
H 2.346 1.431 -2.000
H 3.267 0.359 -0.923
H 0.300 2.421 2.302
H -0.940 1.016 2.394
H -1.308 2.623 1.798
H -0.833 3.275 -0.191
H -1.222 1.954 -1.318
H 0.342 2.432 -1.379
H -1.405 -2.950 -0.799
H -0.698 -3.841 0.406
O -0.682 -3.087 -0.201
H -3.469 -0.839 0.022
H -2.224 -0.605 1.121
O -2.688 -0.354 0.306
```

Atomic partial charges in e from the Mulliken method, atoms 1 to 4: number 1, N, carries -0.231; number 2, C, carries -0.175; number 3, C, carries -1.356; number 4, C, carries 0.501

*B*
3 unconnected molecules or ions with the total composition C5H17N2O3, computed with ωB97M-V with the def2-TZVPD basis set.

Summary:
Kohn-Sham gap   10.529 eV
Net charge   +1
E_LUMO   -2.649 eV

Structure (XYZ):
```
27
C5H17N2O3 ωB97M-V with the def2-TZVPD basis set
N 1.217 -0.898 0.706
C 1.638 0.563 0.611
C 2.626 0.723 -0.549
C 0.360 1.401 0.353
N -0.556 1.119 1.459
C -1.961 0.895 1.062
C -2.207 -0.524 0.669
O -1.351 -1.386 0.655
H 0.300 -0.920 1.265
H 1.935 -1.495 1.200
H 0.998 -1.355 -0.243
H 2.101 0.830 1.609
H 2.185 0.457 -1.474
H 3.507 0.061 -0.427
H 2.932 1.734 -0.602
H -0.133 1.201 -0.617
H 0.642 2.432 0.259
H -0.476 1.787 2.110
H -2.607 1.165 1.900
H -2.316 1.544 0.239
H -3.287 -0.808 0.348
H -1.179 -0.707 -1.757
H -2.273 0.103 -2.491
O -1.817 -0.003 -1.647
H -0.621 -2.707 -0.983
H 0.300 -2.914 -2.171
O 0.044 -2.297 -1.483
```

Atomic partial charges in e from the Mulliken method, atoms 1 to 4: number 1, N, carries -0.206; number 2, C, carries 0.204; number 3, C, carries -1.527; number 4, C, carries -0.712

Most stable structure: *B*